The following is a quantum chemistry calculation of a molecular structure, C29H35MgN10OPS in a non-equilibrium geometry, from OMol25.

Computed properties:
charge = 0
gap between HOMO and LUMO = 7.0 eV
HOMO energy = -6.64 eV

```
78
C29H35MgN10OPS, DFT ωB97M-V/def2-TZVPD
Mg 0.4110 -0.2238 0.4158
C -1.0587 -0.0462 5.7342
N -0.2452 -0.4200 4.6026
C 0.6231 -1.4906 4.5604
C 1.1822 -1.4931 3.3258
N 0.6552 -0.4405 2.6078
C -0.1961 0.2012 3.3925
P -1.1322 1.7234 2.9127
C -2.2327 0.9396 1.6494
N -1.8880 -0.1128 0.9464
C -2.9355 -0.3921 0.1070
C -3.9339 0.5056 0.2957
N -3.5021 1.3271 1.3239
C -4.1216 2.5836 1.6558
C 0.1022 2.5098 1.8146
N 0.6020 1.8838 0.7583
C 1.4567 2.7475 0.1233
C 1.4815 3.9167 0.8192
N 0.6196 3.7747 1.8789
C 0.3292 4.8031 2.8711
H -0.9852 -0.8222 6.4748
H -2.0936 0.0642 5.4447
H -0.7110 0.8706 6.1974
H 0.7148 -2.1339 5.4112
H 1.9367 -2.1622 2.9097
H -2.9154 -1.2160 -0.5952
H -4.9146 0.6485 -0.1351
H -5.1584 2.5533 1.3508
H -3.6409 3.4051 1.1157
H -4.0415 2.7967 2.7154
H 1.9828 2.4938 -0.7847
H 1.9871 4.8548 0.6357
H 1.1834 5.4589 2.9101
H 0.2003 4.3655 3.8645
H -0.5595 5.3697 2.6027
N 0.0100 3.3368 -2.8032
C -0.6595 2.3325 -2.1116
S -1.9040 2.8699 -1.0787
N -0.2284 1.1154 -2.4275
N -0.3590 0.0029 -1.6377
C -0.6020 -1.1406 -2.2091
C -1.1311 -1.2549 -3.5981
C -0.5799 -0.6120 -4.6945
C -1.2303 -0.6997 -5.9184
C -2.4249 -1.4026 -6.0558
C -2.9771 -2.0247 -4.9455
C -2.3231 -1.9490 -3.7296
C -0.3898 -2.4005 -1.4134
C -0.3366 -3.6695 -1.9975
C -0.1433 -4.8179 -1.2262
C 0.0055 -4.6737 0.1414
C -0.0259 -3.3879 0.6398
N -0.2012 -2.2988 -0.0928
H -0.5137 4.2026 -2.9412
H 0.5171 3.0109 -3.6077
H 0.3200 -0.0293 -4.5773
H -0.7654 -0.2293 -6.7715
H -2.8830 -1.4506 -7.0312
H -3.8908 -2.5900 -5.0235
H -2.7558 -2.4180 -2.8549
H -0.4564 -3.7409 -3.0777
H -0.1203 -5.7982 -1.6927
H 0.1521 -5.5115 0.7917
H 0.1123 -3.2134 1.7153
C 4.3287 0.5278 0.4984
C 3.5783 -0.7007 -0.0927
C 3.9733 -0.8396 -1.5960
C 4.0593 -1.9646 0.6914
O 2.2319 -0.5798 0.0373
H 5.4011 0.2988 0.5529
H 3.9967 0.7884 1.5088
H 4.1879 1.4149 -0.1115
H 5.0695 -0.9477 -1.6640
H 3.6649 0.0530 -2.1599
H 3.5095 -1.7175 -2.0121
H 5.1445 -2.0558 0.5701
H 3.5580 -2.8549 0.3370
H 3.8791 -1.8242 1.7562
```

***

The following is a quantum chemistry calculation of a molecular structure, C29H35N2O4PPt, from OMol25.

Computed properties:
charge = 0
gap between HOMO and LUMO (alpha / beta) = 6.3 / 6.7 eV
2S+1 = 3
HOMO energy (alpha / beta) = -6.24 / -7.88 eV

```
72
C29H35N2O4PPt, DFT ωB97M-V/def2-TZVPD
Pt -0.8610 -1.0626 0.1695
O -0.7605 0.4278 4.6716
C -1.2777 -0.2874 3.6477
O -2.1725 0.1062 2.9590
C -0.6387 -1.6361 3.5040
C -0.0513 -2.2926 4.5707
C 0.3645 -3.6085 4.3783
C 0.1641 -4.2068 3.1490
C -0.4041 -3.4520 2.1262
N -0.7736 -2.1961 2.3035
C -0.6453 -4.0328 0.7347
O -0.3328 -5.1988 0.5401
O -1.1607 -3.2190 -0.1031
H -1.2443 1.2690 4.6754
H 0.0517 -1.7979 5.5242
H 0.8232 -4.1550 5.1915
H 0.4354 -5.2305 2.9362
C -0.2922 -2.1868 -3.6487
C 1.0157 -2.2948 -2.8667
C 1.2809 -3.7458 -2.4560
P 0.9097 -1.2036 -1.3996
C 2.5544 -1.1807 -0.5501
C 3.7509 -1.1941 -1.4965
C 2.6636 -2.2664 0.5201
C 0.7884 0.4899 -2.0363
C 1.4700 0.9711 -3.1464
C 1.3825 2.3000 -3.5444
C 2.1109 2.8042 -4.7577
C 0.5897 3.1508 -2.7771
C -0.1103 2.6983 -1.6743
C -0.0370 1.3535 -1.2964
N -0.7800 0.8425 -0.2256
C -1.4916 1.7907 0.5616
C -0.7997 2.4604 1.5720
C 0.6537 2.1686 1.8166
C -1.4863 3.3863 2.3446
C -2.8387 3.6444 2.1431
C -3.5762 4.6227 3.0133
C -3.4959 2.9533 1.1333
C -2.8419 2.0255 0.3294
C -3.5670 1.2929 -0.7610
H -0.2230 -2.7781 -4.5633
H -0.5322 -1.1583 -3.9224
H -1.1147 -2.5843 -3.0511
H 1.8501 -1.9377 -3.4810
H 0.5488 -4.0922 -1.7268
H 2.2778 -3.8795 -2.0348
H 1.2105 -4.3857 -3.3377
H 2.5201 -0.2114 -0.0371
H 3.8419 -2.1586 -1.9996
H 4.6722 -1.0335 -0.9328
H 3.6897 -0.4137 -2.2555
H 2.6034 -3.2716 0.1013
H 1.8704 -2.1664 1.2628
H 3.6210 -2.1778 1.0384
H 2.0788 0.2910 -3.7322
H 2.7090 2.0158 -5.2133
H 2.7805 3.6273 -4.5028
H 1.4147 3.1728 -5.5130
H 0.5063 4.1945 -3.0575
H -0.7301 3.3831 -1.1117
H 0.8272 1.0913 1.8923
H 0.9951 2.6431 2.7359
H 1.2791 2.5292 0.9954
H -0.9483 3.9230 3.1208
H -2.9369 5.4573 3.3024
H -3.9296 4.1445 3.9296
H -4.4486 5.0260 2.4999
H -4.5509 3.1381 0.9619
H -4.6332 1.5117 -0.7265
H -3.4282 0.2126 -0.6701
H -3.1915 1.5775 -1.7471
```

***

The following M values (in g/mol) correspond, in order, to the records above: 627.0; 701.7.
The following ΔE to the lowest compared entry with this formula, charge and spin values (in kJ/mol) correspond, in order, to the records above: 0.0; 27.6.